1.
C7H16AsAuN3O2S4 | ωB97M-V/def2-TZVPD

```
! wB97M-V def2-TZVPD RIJCOSX def2/J DEFGRID3
* xyz -1 1
Au 0.12 0.79 0.39
S 3.17 -2.00 3.06
As 2.08 -0.36 2.30
S 2.38 -0.08 0.15
S -0.09 -0.69 2.25
S 2.56 1.38 3.42
C -4.12 1.80 2.62
N -3.29 1.94 1.44
C -2.19 2.88 1.58
C -3.19 0.93 0.53
N -2.08 0.69 -0.08
N -4.35 0.19 0.32
C -5.54 0.93 -0.08
C -4.22 -1.09 -0.35
H -3.49 1.67 3.51
H -4.78 0.94 2.54
H -4.73 2.70 2.77
H -2.60 3.81 1.99
H -1.75 3.08 0.61
H -1.40 2.51 2.24
H -2.15 0.01 -0.83
H -5.49 1.96 0.29
H -6.44 0.46 0.32
H -5.63 0.97 -1.18
H -4.14 -1.00 -1.44
H -5.10 -1.69 -0.12
H -3.34 -1.60 0.03
C 1.10 4.51 -1.28
C 0.70 3.25 -0.55
O 0.66 3.23 0.68
O 0.40 2.22 -1.27
H 1.99 4.94 -0.82
H 0.29 5.24 -1.20
H 1.29 4.30 -2.33
*
```

E: -123958.4668 eV
lowest unoccupied orbital energy: 1.3 eV
HOMO level: -0.128 Eh

=====

2.
C7H16BBrO3 | ωB97M-V/def2-TZVPD

```
! wB97M-V def2-TZVPD RIJCOSX def2/J DEFGRID3
* xyz 0 1
B 2.30 -0.44 0.23
C -2.54 -0.78 0.06
C -0.93 -0.50 -2.00
C -0.59 1.72 0.22
C -0.23 -0.05 1.91
C 4.40 0.41 -1.09
C -1.09 -0.69 -0.42
C -0.14 0.23 0.42
O 2.70 -1.17 1.23
O -0.66 -2.05 -0.25
O 1.19 0.21 -0.16
Br 5.85 -0.36 -0.19
H -3.17 -1.06 -0.70
H -2.64 -1.46 0.93
H -2.74 0.40 0.21
H 0.06 -0.65 -2.33
H -1.48 -1.39 -2.35
H -1.62 0.30 -2.42
H -0.67 1.92 -0.81
H -1.55 2.06 0.64
H 0.18 2.35 0.69
H 0.21 -1.01 2.22
H 0.49 0.50 2.44
H -1.27 0.28 2.20
H 4.37 1.45 -0.72
H 4.25 0.09 -2.05
H 3.62 -1.43 1.05
H -0.53 -2.34 0.70
*
```

E: -84378.0502 eV
energy relative to the best compared isomer or geometry (same formula, charge and spin): 73.89 kcal/mol
lowest unoccupied orbital energy: 0.4 eV
HOMO level: -0.278 Eh

=====

3.
C7H16BN3O | ωB97M-V/def2-TZVPD

```
! wB97M-V def2-TZVPD RIJCOSX def2/J DEFGRID3
* xyz 0 1
C -2.07 0.88 -1.64
C -2.42 0.30 -0.30
O -3.54 0.56 0.11
N -1.48 -0.49 0.33
C -1.96 -1.16 1.50
B 0.28 -0.22 0.16
N 1.29 -1.14 0.01
C 1.22 -2.54 -0.26
C 2.58 -0.48 -0.04
C 2.23 0.93 0.32
N 0.83 1.14 0.10
C 0.18 2.40 0.28
H -1.00 1.06 -1.94
H -2.61 1.84 -1.95
H -2.31 0.10 -2.41
H -2.74 -0.62 1.94
H -2.32 -2.22 1.22
H -1.14 -1.15 2.28
H 0.26 -2.74 -0.62
H 1.98 -2.68 -1.01
H 1.49 -3.31 0.56
H 2.76 -0.52 -1.18
H 3.33 -0.92 0.57
H 2.30 1.13 1.39
H 2.81 1.57 -0.34
H 0.85 3.05 0.95
H -0.03 2.87 -0.70
H -0.76 2.34 0.69
*
```

E: -14713.2092 eV
energy relative to the best compared isomer or geometry (same formula, charge and spin): 12.44 kcal/mol
SMILES: CC(=O)N(C)B1N(C)CCN1C
lowest unoccupied orbital energy: 0.6 eV
HOMO level: -0.309 Eh

=====

4.
C7H16BNO9S3 | ωB97M-V/def2-TZVPD

```
! wB97M-V def2-TZVPD RIJCOSX def2/J DEFGRID3
* xyz 0 1
N 1.12 -3.25 0.71
B 1.64 -1.80 0.53
O 2.86 -1.46 1.28
C 0.77 -0.81 -0.45
C -0.66 -0.19 0.04
C -1.64 -1.22 0.84
C -2.79 -0.27 1.59
S -3.81 0.76 0.40
O -4.96 1.42 1.26
O -3.03 1.99 -0.20
O -4.60 -0.18 -0.79
O 0.47 -1.58 -1.69
S 0.50 -0.58 -3.07
O 1.26 -1.02 -4.34
O -0.96 -0.42 -3.63
O 0.92 0.91 -2.31
C 1.61 0.49 -1.08
S 3.23 -0.24 -1.78
C 2.20 1.62 -0.04
C 1.22 2.90 0.23
O 1.21 3.11 1.71
H 2.02 -3.82 0.66
H 0.84 -3.33 1.73
H 2.65 -0.83 2.04
H -0.55 0.78 0.71
H -1.27 0.18 -0.92
H -1.12 -1.81 1.72
H -2.14 -2.05 0.15
H -3.49 -1.00 2.22
H -2.18 0.43 2.31
H -3.91 -0.46 -1.46
H 4.14 -0.24 -0.69
H 3.20 2.03 -0.52
H 2.49 1.11 0.97
H 1.63 3.93 -0.22
H 0.09 2.73 -0.08
H 1.04 2.22 2.18
*
```

E: -60610.4703 eV
SMILES: NB(O)[C@]1(CCCS(=O)(=O)O)OS(=O)(=O)O[C@@]1(S)CCO
lowest unoccupied orbital energy: -0.8 eV
HOMO level: -0.368 Eh

=====

5.
C7H16Cl2N2O2 | ωB97M-V/def2-TZVPD

```
! wB97M-V def2-TZVPD RIJCOSX def2/J DEFGRID3
* xyz -1 2
C -1.97 5.51 3.06
C -1.12 4.25 3.38
O -0.35 4.27 4.33
N -1.24 3.17 2.54
C -0.33 2.04 2.47
H -2.95 5.18 2.69
H -1.63 6.24 2.33
H -2.12 6.12 3.95
H -1.90 3.34 1.80
H 0.55 2.21 3.10
H 0.12 1.97 1.48
H -0.65 1.07 2.86
C -0.59 -1.84 -2.87
C 0.19 -3.08 -2.61
O 1.38 -3.03 -2.27
N -0.41 -4.21 -2.52
C 0.13 -5.54 -2.33
H -0.97 -1.80 -3.89
H -0.17 -0.85 -2.73
H -1.48 -1.85 -2.25
H -1.42 -4.18 -2.44
H -0.72 -6.20 -2.48
H 0.69 -5.84 -1.44
H 0.79 -5.73 -3.18
C 3.24 -0.39 -0.61
Cl 2.32 0.83 0.29
Cl 4.22 0.35 -1.84
H 3.85 -0.88 0.16
H 2.52 -1.11 -0.99
*
```

E: -39637.5758 eV
lowest unoccupied orbital energy (alpha / beta): 2.7 / 2.6 eV
HOMO level (alpha / beta): 0.032 / -0.224 Eh

=====

6.
C7H16Cl2Si | ωB97M-V/def2-TZVPD

```
! wB97M-V def2-TZVPD RIJCOSX def2/J DEFGRID3
* xyz 0 1
C -2.85 -1.49 -0.95
C 0.43 1.49 1.27
C 2.62 2.22 0.31
C 0.69 1.76 -1.20
C -2.76 -2.71 -0.03
C -1.52 -2.70 0.76
C 1.39 1.33 0.09
Si 1.97 -0.52 -0.06
Cl 3.28 -0.69 -1.63
Cl 3.00 -1.05 1.64
H -3.78 -1.50 -1.51
H -2.81 -0.57 -0.37
H -2.02 -1.49 -1.65
H -0.48 0.92 1.10
H 0.88 1.16 2.20
H 0.16 2.54 1.38
H 3.14 1.96 1.23
H 2.32 3.26 0.38
H 3.32 2.12 -0.52
H 0.38 2.80 -1.12
H 1.36 1.66 -2.05
H -0.19 1.15 -1.39
H -3.62 -2.68 0.65
H -2.83 -3.63 -0.61
H -0.90 -3.58 0.86
H -1.17 -1.79 1.21
*
```

E: -40441.0905 eV
energy relative to the best compared isomer or geometry (same formula, charge and spin): 41.55 kcal/mol
lowest unoccupied orbital energy (alpha / beta): -1.2 / 0.4 eV
HOMO level (alpha / beta): -0.296 / -0.292 Eh

=====

7.
C7H16FP | ωB97M-V/def2-TZVPD

```
! wB97M-V def2-TZVPD RIJCOSX def2/J DEFGRID3
* xyz 0 1
C 1.67 0.91 2.12
C -0.88 0.84 2.40
C -1.24 0.84 -1.77
C -0.03 -1.05 -2.89
C 0.31 1.15 1.57
C -0.08 -0.15 -1.65
C -0.17 -0.96 -0.40
F -1.41 -1.31 0.02
P 1.22 -1.72 0.38
H 1.68 0.03 2.76
H 1.99 1.77 2.72
H 2.40 0.77 1.32
H -0.68 -0.01 3.05
H -1.14 1.69 3.04
H -1.75 0.61 1.79
H -2.19 0.31 -1.82
H -1.13 1.44 -2.67
H -1.28 1.51 -0.91
H 0.10 -0.43 -3.78
H -0.96 -1.61 -3.00
H 0.80 -1.74 -2.82
H 0.21 1.90 0.80
H 0.87 0.40 -1.60
H 0.51 -2.16 1.50
H 1.18 -3.02 -0.17
*
```

E: -19521.2022 eV
energy relative to the best compared isomer or geometry (same formula, charge and spin): 74.31 kcal/mol
lowest unoccupied orbital energy (alpha / beta): 0.6 / 1.0 eV
HOMO level (alpha / beta): -0.275 / -0.278 Eh

=====

8.
C7H16IN2 | ωB97M-V/def2-TZVPD

```
! wB97M-V def2-TZVPD RIJCOSX def2/J DEFGRID3
* xyz 1 1
C -2.95 0.58 0.63
C -1.17 2.60 -0.35
C 1.05 -1.66 -1.29
C 1.97 -2.47 0.85
C -1.47 0.30 0.56
C 0.92 0.95 -0.06
C -0.55 1.33 0.08
N 1.85 -0.23 0.42
N 1.30 -1.40 0.08
I 3.84 0.47 -0.10
H -3.42 0.77 -0.31
H -3.49 -0.23 1.13
H -3.20 1.33 1.23
H -1.46 3.16 0.50
H -2.09 2.48 -0.95
H -0.40 3.14 -0.89
H 1.68 -2.49 -1.60
H 1.35 -0.81 -1.88
H -0.10 -1.68 -1.64
H 1.74 -2.15 1.81
H 3.12 -2.40 0.71
H 1.48 -3.43 0.68
H -1.34 -0.61 -0.09
H -1.16 -0.26 1.50
H 0.91 0.86 -1.18
H 1.59 1.86 0.14
*
```

E: -18587.5220 eV
energy relative to the best compared isomer or geometry (same formula, charge and spin): 78.29 kcal/mol
lowest unoccupied orbital energy: -5.8 eV
HOMO level: -0.438 Eh

=====

9.
C7H16IN5O7 | ωB97M-V/def2-TZVPD

```
! wB97M-V def2-TZVPD RIJCOSX def2/J DEFGRID3
* xyz 0 1
O 0.31 -2.33 -2.99
N -0.51 -1.74 -2.43
O -1.58 -1.35 -3.35
C -1.65 0.03 -3.52
O -1.76 0.66 -2.25
C -1.66 2.03 -2.28
O -2.53 2.73 -2.72
O -0.57 2.52 -1.70
C 0.63 1.74 -1.64
C 1.49 1.90 -2.89
C 2.33 0.64 -3.13
I 4.33 1.08 -3.76
H -2.55 0.22 -4.12
H -0.76 0.39 -4.06
H 1.18 2.12 -0.77
H 0.42 0.70 -1.40
H 2.14 2.78 -2.81
H 0.83 2.07 -3.75
H 2.42 0.03 -2.24
H 1.91 0.03 -3.93
N 0.38 2.27 2.33
C 0.30 0.97 1.89
N -0.79 0.28 2.30
O 1.17 0.48 1.18
H -0.32 2.70 2.90
H 1.18 2.80 2.05
H -0.87 -0.68 2.03
H -1.50 0.66 2.90
N -0.61 -4.03 3.93
C -0.79 -2.84 4.58
N -0.15 -2.72 5.78
O -1.48 -1.95 4.11
H -0.04 -4.78 4.29
H -1.07 -4.15 3.05
H -0.26 -1.85 6.27
H 0.43 -3.43 6.17
*
```

E: -37400.6715 eV
SMILES: O=NOCOC(=O)OCCCI.NC(N)=O.NC(N)=O
lowest unoccupied orbital energy: -0.5 eV
HOMO level: -0.348 Eh

=====

10.
C7H16MnNO4PS2 | ωB97M-V/def2-TZVPD

```
! wB97M-V def2-TZVPD RIJCOSX def2/J DEFGRID3
* xyz -1 5
Mn -0.44 -1.34 0.01
C 1.29 3.42 2.59
C 1.64 2.94 1.19
O 1.63 1.52 1.16
P 0.71 0.70 0.07
S 1.73 -1.18 0.52
S -1.06 1.75 0.04
O 1.37 1.18 -1.35
C 2.77 1.10 -1.60
C 3.01 0.38 -2.91
H 1.32 4.51 2.63
H 2.00 3.02 3.31
H 0.29 3.08 2.85
H 2.65 3.27 0.92
H 0.93 3.35 0.47
H 3.27 0.58 -0.78
H 3.16 2.12 -1.65
H 2.62 -0.64 -2.85
H 4.08 0.33 -3.12
H 2.51 0.90 -3.72
N -2.69 -1.00 0.29
C -3.67 -2.08 0.09
C -3.16 -3.43 0.58
C -1.99 -3.94 -0.30
O -2.15 -4.99 -0.92
O -0.97 -3.18 -0.34
H -2.67 -0.72 1.27
H -2.93 -0.16 -0.22
H -3.88 -2.15 -0.98
H -4.62 -1.84 0.59
H -3.96 -4.17 0.55
H -2.81 -3.34 1.62
*
```

E: -79482.9946 eV
energy relative to the best compared isomer or geometry (same formula, charge and spin): 21.48 kcal/mol
lowest unoccupied orbital energy (alpha / beta): 2.9 / 2.9 eV
HOMO level (alpha / beta): -0.158 / -0.097 Eh

=====

11.
C7H16N2 | ωB97M-V/def2-TZVPD

```
! wB97M-V def2-TZVPD RIJCOSX def2/J DEFGRID3
* xyz 0 1
C -0.32 -0.08 -0.49
C -0.72 0.24 2.03
C 1.42 -0.55 1.26
C -0.53 -1.59 -0.66
C -1.64 0.66 -0.70
N 0.26 0.30 0.95
C 0.70 0.52 -1.42
N 0.98 1.83 0.77
C 1.20 -0.04 -2.51
H 0.18 2.44 0.93
H 1.11 1.70 -0.57
H -0.22 0.53 2.95
H -1.14 -0.77 2.13
H -1.53 0.94 1.84
H 1.13 -1.58 1.47
H 2.10 -0.53 0.41
H 1.92 -0.13 2.13
H -1.20 -1.98 0.11
H -0.99 -1.77 -1.64
H 0.40 -2.14 -0.65
H -1.91 0.61 -1.76
H -1.54 1.71 -0.45
H -2.45 0.23 -0.11
H 1.95 0.46 -3.11
H 0.86 -1.00 -2.91
*
```

E: -10493.6249 eV
energy relative to the best compared isomer or geometry (same formula, charge and spin): 129.89 kcal/mol
lowest unoccupied orbital energy: 0.6 eV
HOMO level: -0.252 Eh

=====

12.
C7H16N2 | ωB97M-V/def2-TZVPD

```
! wB97M-V def2-TZVPD RIJCOSX def2/J DEFGRID3
* xyz 0 1
C 1.17 0.23 -0.16
C -0.44 1.33 0.90
C 0.08 -1.57 0.46
C 1.37 -1.27 -0.21
C -2.99 -0.95 -0.03
C 2.25 0.92 0.64
C 0.90 0.80 -1.53
N -1.88 -0.45 0.73
N -1.58 0.81 0.42
H -1.87 1.15 -0.50
H -0.19 1.06 1.92
H -0.24 2.35 0.61
H -0.60 -2.23 -0.06
H 0.09 -1.67 1.53
H 1.44 -1.67 -1.22
H 2.25 -1.61 0.34
H -2.97 -0.64 -1.09
H -2.95 -2.05 -0.01
H -3.95 -0.65 0.39
H 2.15 2.01 0.63
H 3.23 0.67 0.23
H 2.24 0.59 1.68
H 1.75 0.64 -2.19
H 0.72 1.88 -1.50
H 0.03 0.32 -1.99
*
```

E: -10492.8929 eV
energy relative to the best compared isomer or geometry (same formula, charge and spin): 146.77 kcal/mol
lowest unoccupied orbital energy (alpha / beta): 0.8 / 0.8 eV
HOMO level (alpha / beta): -0.253 / -0.252 Eh

=====

Q: What is the E in the eleventh record?
A: -10493.6249 eV

=====

Q: Among the records above, which one has the lowest E?
A: C7H16AsAuN3O2S4

=====

Q: Number 4 is which compound?
A: C7H16BNO9S3